[1]
25
Properties=species:S:1:pos:R:3 method="wB97M-V/def2-TZVPD" e_homo_ev=-10.1 e_above_lowest_kcal_mol=47.4 homo_lumo_gap_ev=10.87 total_charge=0
C 1.63238 3.93711 0.19036
C 1.26113 2.57383 -0.39432
C 0.47861 1.84819 0.40567
P -0.17419 0.34367 -0.32044
O -0.09773 0.38813 -1.74442
C 0.42037 -1.16243 0.51375
C 1.21156 -1.96274 -0.15361
C 1.84922 -3.24410 0.34910
O -1.75704 0.45496 0.32105
C -2.96543 -0.22533 0.26615
C -3.00624 -1.39731 -0.72249
O -3.90661 0.08136 0.97005
H 2.75906 3.90752 0.39528
H 1.08035 4.20097 1.17112
H 1.29475 4.79209 -0.48609
H 1.45398 2.41125 -1.37110
H 0.08784 1.98757 1.45133
H 0.08819 -1.54614 1.54622
H 1.45391 -1.73073 -1.23438
H 1.44231 -4.02387 -0.18549
H 1.56845 -3.49749 1.30241
H 2.83470 -3.01684 0.11967
H -2.45184 -1.07211 -1.54802
H -4.10346 -1.73274 -0.69777
H -2.45427 -2.31485 -0.14404

---

[2]
22
Properties=species:S:1:pos:R:3 method="wB97M-V/def2-TZVPD" e_homo_ev="-7.2 / -7.9" e_above_lowest_kcal_mol=45.9 homo_lumo_gap_ev="6.54 / 6.82" total_charge=0
C -2.50710 -1.20047 0.44520
C -1.44959 -0.35699 -0.05882
C -3.79004 -0.81486 0.19340
C -0.15613 -0.54616 0.27099
C 2.09203 -0.78623 -0.58872
C 1.51163 0.83089 1.26379
C 0.96426 1.45353 -1.15383
C 1.07769 0.22502 -0.09408
P -4.27864 0.45370 -0.79044
H -2.23936 -2.09288 0.96866
H -1.61966 0.38579 -0.74311
H -4.60074 -1.30812 0.78086
H 2.20521 -1.45050 0.21098
H 1.92056 -1.32184 -1.56198
H 3.01192 -0.30526 -0.74120
H 1.28374 0.07282 1.99645
H 0.92525 1.66737 1.42391
H 2.63225 1.11100 1.24870
H 0.29369 2.23795 -0.71424
H 0.64260 1.17634 -2.07594
H 1.90455 1.87776 -1.29202
H 0.17585 -1.30883 1.01143

---

[3]
23
Properties=species:S:1:pos:R:3 method="wB97M-V/def2-TZVPD" e_homo_ev=-7.4 e_above_lowest_kcal_mol=100.6 homo_lumo_gap_ev=6.39 total_charge=0
C -0.89448 1.43094 -0.82098
C -2.36969 1.53620 -1.10471
C -0.20166 1.09312 -2.07030
C -2.69021 1.59272 -2.41219
C 2.56806 1.01015 0.83128
C -0.79687 -2.36374 1.58111
C 1.61523 -0.21344 0.69163
C -0.78763 -1.49052 0.31302
P -0.18945 0.20162 0.84062
S -1.30540 1.08879 -3.36834
H -0.73439 2.33159 -0.37647
H -3.03926 1.70497 -0.34011
H 0.82376 1.03335 -2.46413
H 2.21188 1.69766 1.59029
H 3.58937 0.62153 1.20736
H 2.84634 1.43764 -0.15227
H -1.15219 -3.29916 1.22482
H 0.18385 -2.74990 1.87804
H -1.32426 -1.89622 2.29356
H 1.78333 -0.92355 1.50013
H 1.90279 -0.57121 -0.34856
H -1.91819 -1.42444 -0.06569
H -0.12092 -1.84811 -0.42811

---

[4]
22
Properties=species:S:1:pos:R:3 method="wB97M-V/def2-TZVPD" e_homo_ev=-7.8 e_above_lowest_kcal_mol=61.4 homo_lumo_gap_ev=8.43 total_charge=0
C -3.72214 -0.09194 -0.43698
C -2.22951 -0.25644 -0.30677
C -1.55882 -1.29766 -0.79781
C -0.13836 -1.49840 -0.64665
C 0.58103 -0.92302 0.34637
C 2.06114 -0.59137 0.26048
C 2.36158 0.74797 0.92525
C 2.10636 1.99712 0.08039
H -4.02718 0.32490 0.53280
H -4.30901 -1.00635 -0.52585
H -4.04113 0.62849 -1.19099
H -1.81754 0.71942 -0.07884
H -2.13455 -2.10552 -1.24205
H 0.24356 -2.35442 -1.20276
H 0.33331 -1.00086 1.40549
H 2.61550 -1.36849 0.79900
H 2.36197 -0.56749 -0.78970
H 3.33161 0.76075 1.41508
H 1.62236 0.82684 1.73478
H 2.76236 1.99865 -0.79356
H 2.53031 2.83745 0.64265
H 1.06716 2.22037 -0.13033

---

[5]
22
Properties=species:S:1:pos:R:3 method="wB97M-V/def2-TZVPD" e_homo_ev=-9.1 e_above_lowest_kcal_mol=80.5 homo_lumo_gap_ev=10.09 total_charge=0
C -2.74890 -0.19158 -0.26826
C -1.29912 0.04909 -0.59069
C -0.31346 -1.04810 -0.07614
C 0.90568 -0.20089 -0.30888
C 1.26460 0.49030 -1.69240
C 2.15938 -0.76383 0.38024
C -0.24930 0.30824 0.54880
C -0.20699 0.97605 1.91685
H -2.78736 -0.81231 0.60877
H -3.02640 -0.74602 -1.12959
H -3.19556 0.82995 -0.17193
H -1.09374 0.61084 -1.49819
H -0.45141 -2.07175 0.09751
H 2.36797 0.43695 -1.86957
H 1.23401 1.57689 -1.66472
H 0.57244 0.17706 -2.44509
H 2.45976 -1.77422 0.06382
H 1.90795 -0.81963 1.41910
H 3.14957 -0.12811 0.26483
H -0.51173 1.98105 1.75158
H 0.76702 0.65230 2.05829
H -0.90439 0.46771 2.60565

---

[6]
22
Properties=species:S:1:pos:R:3 method="wB97M-V/def2-TZVPD" e_homo_ev=-8.9 e_above_lowest_kcal_mol=39.7 homo_lumo_gap_ev=9.84 total_charge=0
C 2.20847 -0.17875 -0.13290
C 0.94368 -0.09541 0.26543
C 0.58257 -0.06819 1.73790
C 0.31322 -1.43470 2.39112
C -0.17766 0.05631 -0.69998
C -1.14570 -1.07086 -0.99608
C -0.55747 1.31448 -0.94292
C -1.73608 1.79675 -1.74786
H 2.99043 -0.28794 0.60588
H 2.42979 -0.01757 -1.17504
H 1.14603 0.64973 2.32750
H -0.43196 0.35188 1.68741
H -0.40693 -1.31004 3.18820
H 1.23429 -1.82050 2.81990
H -0.18456 -2.06260 1.65417
H -1.55694 -1.34919 -0.02989
H -1.95762 -0.71544 -1.62680
H -0.69644 -1.91117 -1.52941
H -0.16739 2.08845 -0.28006
H -1.93511 1.17784 -2.61971
H -1.59095 2.82859 -2.05888
H -2.60890 1.78382 -1.08848

---

[7]
22
Properties=species:S:1:pos:R:3 method="wB97M-V/def2-TZVPD" e_homo_ev="-14.3 / -14.2" e_above_lowest_kcal_mol=8.3 homo_lumo_gap_ev="10.00 / 6.43" total_charge=+1 spin_multiplicity=2
C -1.22599 0.13192 -2.58276
C 0.01273 0.33898 -1.69716
C -0.31910 0.47801 -0.22414
C -0.89522 1.55393 0.29980
C 1.16690 -0.54026 1.55053
C 0.07164 -0.61542 0.66678
C -0.69458 -1.88301 0.58737
C 2.00141 0.62564 1.71791
H -0.94346 -0.32967 -3.52562
H -1.75726 1.06385 -2.76463
H -1.92293 -0.55532 -2.10662
H 0.62301 1.19760 -1.98636
H 0.67656 -0.51553 -1.87681
H -1.25768 2.40941 -0.26760
H -1.12196 1.67785 1.35787
H 1.43363 -1.42715 2.12256
H -1.46944 -1.86023 -0.17931
H -0.04873 -2.75837 0.42564
H -1.18606 -2.03050 1.55870
H 1.61508 1.27042 2.52468
H 2.00785 1.29994 0.86097
H 3.02131 0.36878 2.00633

---

[8]
27
Properties=species:S:1:pos:R:3 method="wB97M-V/def2-TZVPD" e_homo_ev=-4.2 homo_lumo_gap_ev=7.51 total_charge=-1
C 2.49192 3.20449 0.04652
C 1.89929 1.81496 -0.00238
C 1.20631 1.38008 -1.12812
C 0.68357 0.09064 -1.17972
C 0.82282 -0.79246 -0.10400
C 0.20402 -2.15378 -0.14209
B -1.16551 -2.25376 0.78626
P -2.56435 -1.08248 0.13208
N -2.65118 0.36905 0.75549
O -3.98156 -1.89905 0.33082
O -2.51211 -0.97793 -1.52231
C 1.52559 -0.34915 1.02025
C 2.05385 0.93310 1.06862
H 1.91609 3.88106 -0.57574
H 3.51501 3.17882 -0.32688
H 2.52605 3.56896 1.06816
H 1.05766 2.03243 -1.97722
H 0.14840 -0.25048 -2.05268
H 0.03532 -2.44954 -1.17710
H 0.88917 -2.88158 0.29256
H -0.90047 -1.83651 1.89473
H -1.57868 -3.39657 0.86846
H -2.59491 1.10885 0.06358
H -4.64447 -1.41486 -0.17436
H -2.58160 -0.05307 -1.76914
H 1.61164 -1.02755 1.85363
H 2.58815 1.25635 1.95058

---

[9]
30
Properties=species:S:1:pos:R:3 method="wB97M-V/def2-TZVPD" e_homo_ev=-9.6 homo_lumo_gap_ev=9.41 total_charge=0
C 21.52080 15.55322 23.65398
C 21.79565 15.29479 25.16373
O 22.47877 16.11585 25.80079
C 21.47400 13.93257 25.66922
H 21.48516 16.62811 23.47663
H 20.57810 15.06805 23.40093
H 22.24054 15.04438 23.01278
H 22.23979 13.18313 25.46921
H 20.51364 13.69754 25.21037
H 21.33271 13.91079 26.74980
C 25.55148 16.04737 27.90656
C 27.05720 16.28613 27.70322
O 27.54845 16.24515 26.59277
C 28.01672 16.77563 28.82414
H 25.02185 16.94620 28.22231
H 25.35308 15.21160 28.57754
H 25.19397 15.87031 26.89219
H 28.20315 15.92820 29.48384
H 27.57355 17.60895 29.36936
H 29.00497 17.03263 28.44279
C 33.09908 17.20024 27.03253
Br 31.20207 17.45446 27.31003
Br 33.49816 15.63897 26.05635
Br 34.02968 16.97737 28.81782
H 33.46454 18.15314 26.64976
C 26.29549 14.27221 23.56622
Br 26.28709 12.33722 23.06890
Br 25.17525 15.36676 22.32722
Br 28.07316 15.10914 23.43572
H 25.83734 14.40395 24.54645

---

[10]
38
Properties=species:S:1:pos:R:3 method="wB97M-V/def2-TZVPD" e_homo_ev=-4.0 e_above_lowest_kcal_mol=3.2 homo_lumo_gap_ev=4.97 total_charge=-1
Cd -1.45135 0.93201 -0.16205
Se 1.02864 3.09774 2.22174
Te -1.34584 3.23079 1.53007
Te -0.37800 4.18742 -1.26345
Se -0.96727 2.08220 -2.45754
N -4.81971 -0.85520 0.38834
C -3.63550 -1.59895 0.31773
N -3.56508 -2.92678 0.31591
N -2.27071 -3.23281 0.13992
N -1.57269 -2.13739 0.03694
N -2.40677 -1.06947 0.12700
C -4.90087 0.53141 0.30700
N -6.02857 1.27724 0.17608
N -5.59370 2.54934 0.15960
N -4.29228 2.57170 0.35562
N -3.83006 1.33013 0.39772
H -5.71114 -1.36447 0.37636
C 3.43153 0.80264 -0.36741
C 1.94628 1.15040 -0.41796
N 1.06915 -0.04153 -0.13055
C 1.54171 -0.57611 1.21931
C 3.00642 -1.12318 1.19108
N 3.60219 -0.71284 -0.16379
C 2.84284 -1.47990 -1.27602
C 1.32881 -1.13115 -1.20823
H 3.94796 1.31404 0.44771
H 3.95100 1.08064 -1.30287
H 1.68201 1.61110 -1.39558
H 1.78745 1.90723 0.37419
H 0.87768 -1.40082 1.56551
H 1.48501 0.25847 1.91531
H 3.06192 -2.22199 1.25440
H 3.67328 -0.65515 1.92257
H 4.60326 -0.88646 -0.16270
H 2.98812 -2.56988 -1.12139
H 3.29002 -1.22890 -2.23996
H 0.67236 -1.97992 -0.92611
H 0.95191 -0.72158 -2.14452